Entry 1:
ORCA calculation (wB97M-V/def2-TZVPD) on a 15-piece molecular cluster, C3H37N2O14 overall.

frontier orbital gap (spin up / spin down)	2.3 / 10.4	eV
energy relative to the best compared isomer or geometry (same formula, charge and spin)	0.00	kcal per mole
HOMO (spin up / spin down)	-2.22 / -10.41	eV

Geometry as ORCA input:
```
! wB97M-V def2-TZVPD RIJCOSX def2/J DEFGRID3
* xyz 0 2
C -0.372 3.497 -1.094
C -1.090 3.062 0.159
N -0.855 1.649 0.467
C -0.013 1.183 1.333
N 0.247 -0.083 1.568
H -0.470 4.567 -1.292
H 0.711 3.416 -0.947
H -0.574 2.949 -2.004
H -0.813 3.755 0.949
H -2.184 3.062 0.108
H -1.349 0.981 -0.127
H 0.679 1.879 1.803
H -0.241 -0.839 1.055
H 0.482 -0.335 2.515
H -3.669 -1.318 -1.871
H -5.295 -1.133 -1.625
O -4.451 -1.445 -1.289
H 2.099 -0.392 0.320
H 2.423 0.407 -0.879
O 2.577 0.415 0.097
H 0.976 -0.348 -5.059
H 0.646 0.986 -4.257
O 0.588 0.008 -4.242
H 2.631 2.903 2.759
H 3.365 1.665 2.266
O 2.871 2.012 3.029
H -0.603 -1.670 -1.243
H -1.847 -1.591 -0.443
O -1.027 -1.108 -0.574
H 3.360 0.084 -3.229
H 2.037 -0.509 -2.956
O 2.710 0.038 -2.511
H -2.030 1.550 4.006
H -2.460 0.395 3.125
O -2.151 1.315 3.075
H -2.897 -0.419 -4.069
H -1.586 -0.857 -3.415
O -2.555 -0.989 -3.357
H 2.269 -3.983 1.456
H 3.087 -2.759 1.836
O 2.174 -3.055 1.685
H -4.819 -0.970 1.739
H -3.572 -1.654 1.973
O -3.986 -0.808 2.215
H 1.041 -2.787 -0.023
H 1.068 -4.004 -0.904
O 1.221 -3.056 -0.935
H 1.853 0.080 4.396
H 2.294 -1.312 4.613
O 1.600 -0.825 4.158
H -2.559 -2.908 -2.800
H -2.829 -3.571 -1.384
O -2.152 -3.254 -1.990
H 5.134 2.011 1.053
H 3.949 1.708 0.112
O 4.357 2.402 0.648
*
```



Entry 2:
ORCA calculation (wB97M-V/def2-TZVPD) on C3H3Br2F3 in the gas phase.

frontier orbital gap (spin up / spin down)	6.0 / 6.6	eV
energy relative to the best compared isomer or geometry (same formula, charge and spin)	28.83	kcal per mole
HOMO (spin up / spin down)	-5.42 / -10.85	eV

Geometry as ORCA input:
```
! wB97M-V def2-TZVPD RIJCOSX def2/J DEFGRID3
* xyz 0 3
C -1.125 -0.193 0.437
C 0.903 0.840 -0.610
C 0.339 -0.392 0.219
F 2.182 0.908 -0.442
F 0.300 1.928 -0.119
F 1.054 -0.536 1.387
Br -2.157 -1.832 0.801
Br 0.734 -1.996 -0.787
H -1.485 0.202 -0.523
H -1.451 0.584 1.307
H 0.707 0.487 -1.669
*
```



Entry 3:
ORCA calculation (wB97M-V/def2-TZVPD) on C3H3Br2NO2 in the gas phase.

frontier orbital gap (spin up / spin down)	7.2 / 7.6	eV
energy relative to the best compared isomer or geometry (same formula, charge and spin)	57.72	kcal per mole
HOMO (spin up / spin down)	-9.81 / -9.93	eV

Geometry as ORCA input:
```
! wB97M-V def2-TZVPD RIJCOSX def2/J DEFGRID3
* xyz 0 1
C -0.425 1.739 -0.647
C 0.605 -0.532 -0.004
C -0.556 0.471 -0.046
N -0.356 2.682 -1.322
O 1.157 -0.499 1.310
O 1.460 -0.230 -1.093
Br -3.585 -1.514 0.184
Br -1.865 0.291 1.190
H 0.316 -1.615 -0.134
H 1.328 -1.387 1.452
H 1.922 0.594 -0.890
*
```



Entry 4:
ORCA calculation (wB97M-V/def2-TZVPD) on C3H3Br3O as an isolated structure.

frontier orbital gap	9.3	eV
energy relative to the best compared isomer or geometry (same formula, charge and spin)	1.65	kcal per mole
HOMO	-9.56	eV

Geometry as ORCA input:
```
! wB97M-V def2-TZVPD RIJCOSX def2/J DEFGRID3
* xyz 0 1
C -1.712 -0.237 0.669
C -1.226 -0.667 -0.464
C 1.952 0.878 0.120
O 1.567 0.830 1.221
Br -0.712 -2.401 -0.814
Br 2.558 -0.730 -0.747
Br 2.266 2.431 -0.958
H -1.778 -0.944 1.510
H -2.000 0.808 0.780
H -0.915 0.031 -1.318
*
```